# C5H6S

A single C5H6S molecule at a distorted geometry (ωB97M-V with the def2-TZVPD basis set, the Open Molecules 2025 dataset).

The lowest unoccupied orbital energy comes out at 0.878 eV. As for the net charge: 0. As for the energy above the lowest of the compared OMol25 structures with the same formula, charge and spin: 6.47 kcal per mole.

CARTESIAN COORDINATES (ANGSTROEM)
C -1.231 0.175 -0.186
C -0.718 -1.057 -0.125
C 0.754 -1.324 0.055
S 1.921 0.064 -0.155
C 0.883 1.468 -0.034
C -0.466 1.450 -0.034
H -2.329 0.225 -0.190
H -1.382 -1.888 -0.044
H 1.000 -1.733 1.053
H 1.097 -2.111 -0.637
H 1.488 2.390 0.099
H -1.017 2.341 0.198



# C14H10AlCl5N

A molecular structure, C14H10AlCl5N at a distorted geometry (ωB97M-V with the def2-TZVPD basis set, the Open Molecules 2025 dataset).

The lowest unoccupied orbital energy comes out at 2.448 eV. As for the net charge: -1.

CARTESIAN COORDINATES (ANGSTROEM)
C 0.837 2.266 -1.950
C 1.829 2.548 -1.009
C 1.223 2.709 0.256
C -0.167 2.488 0.123
C -0.419 2.173 -1.267
Al 0.098 0.153 -0.279
C 2.328 -0.321 0.041
C 1.827 -0.651 -1.313
C 2.604 -0.871 -2.484
N 0.433 -0.559 -1.804
H 1.753 2.938 1.200
H 2.901 2.623 -1.205
H -0.963 2.627 0.915
H -1.416 2.146 -1.745
H 0.986 2.142 -3.030
H 2.996 0.524 0.230
H -0.417 -1.137 -2.192
H 2.673 -1.114 0.629
H 3.710 -1.086 -2.525
H 2.076 -0.880 -3.454
Cl -3.037 0.921 0.136
C -2.450 -0.359 1.105
C -1.182 -0.861 0.917
C -0.795 -2.072 1.456
Cl 0.614 -2.846 0.972
C -1.660 -2.705 2.358
Cl -1.297 -4.180 3.027
C -2.942 -2.200 2.703
Cl -4.033 -3.043 3.733
C -3.294 -0.989 2.035
Cl -4.816 -0.386 2.422